125
Properties=species:S:1:pos:R:3:mulliken_charge:R:1 method="wB97M-V/def2-TZVPD" lumo_energy_ha=0.085 max_force_ev_per_a=1.5 spin_multiplicity=1 homo_lumo_gap_ev=5.42 total_charge=-1 energy_ha=-3614.05892
Tl 0.09146 -0.48194 -0.98375 2.258
C 1.24079 2.84348 1.94157 -1.876
Si 0.24821 1.13701 1.91444 0.955
C 1.25405 0.35463 3.40908 0.241
C 1.40302 0.94081 4.65981 -0.345
C 2.18674 0.39019 5.65711 -1.138
C 2.83541 -0.80874 5.42692 -0.853
C 2.69689 -1.42684 4.19749 -1.095
C 1.94754 -0.84079 3.18268 0.451
P 1.71835 -1.58784 1.51718 0.265
C 0.71850 -3.10508 2.06682 0.282
C 1.43110 -4.34000 2.63746 -1.060
C 1.66105 -5.38203 1.55030 -0.455
C 0.32834 -5.95378 1.05910 -1.133
C -0.76646 -4.87881 1.07065 -0.960
C -0.15461 -3.49894 0.86923 1.126
C 3.36326 -2.26230 0.83755 1.161
C 3.86748 -1.22004 -0.16875 -0.755
C 4.60932 -0.08595 0.52508 -0.216
C 5.82418 -0.63191 1.26697 -1.261
C 5.35421 -1.63089 2.31381 -0.398
C 4.54762 -2.75501 1.67191 -1.445
C -1.41595 1.89432 2.62712 0.653
C -1.48625 2.71781 3.74317 -0.414
C -2.64950 3.35010 4.13652 -1.261
C -3.80616 3.17063 3.39984 -1.174
C -3.77270 2.35558 2.28368 -0.972
C -2.59408 1.72648 1.88841 0.388
P -2.50492 0.66621 0.38591 0.332
C -3.64597 -0.76280 0.86001 0.617
C -4.86768 -0.49809 1.73642 -0.510
C -5.52794 -1.81688 2.12849 -0.926
C -5.94672 -2.58933 0.88237 -0.870
C -4.73205 -2.85424 -0.00283 -0.451
C -4.04128 -1.54935 -0.38984 -0.384
C -3.39681 1.62686 -0.98906 0.442
C -4.83479 2.17188 -0.90049 -0.814
C -4.85357 3.67574 -0.64564 -0.901
C -4.26033 4.41759 -1.84174 -1.029
C -3.01522 3.70041 -2.38688 -0.593
C -2.41335 2.74971 -1.35602 -0.087
H 1.18207 3.37056 2.89144 0.485
H 0.84818 3.52317 1.18702 0.240
H 2.30081 2.69497 1.73417 0.508
H 0.91259 1.87774 4.86766 0.120
H 2.30690 0.90494 6.60415 0.417
H 3.45411 -1.25613 6.19572 0.396
H 3.18456 -2.37725 4.04451 0.389
H 0.06981 -2.68914 2.85221 0.568
H 0.81508 -4.78005 3.42790 0.597
H 2.38034 -4.07241 3.09547 0.142
H 2.30580 -6.18163 1.92325 0.574
H 2.18018 -4.90963 0.71783 -0.055
H 0.02366 -6.79542 1.68683 0.353
H 0.45938 -6.33193 0.04386 0.428
H -1.30605 -4.89484 2.02135 0.407
H -1.49153 -5.07729 0.28114 0.353
H -0.93463 -2.74599 0.72958 -0.911
H 0.44564 -3.51252 -0.04091 -0.127
H 2.99252 -3.10445 0.23803 -0.105
H 3.02449 -0.81829 -0.73616 -0.394
H 4.54369 -1.70380 -0.88017 0.762
H 3.93676 0.39062 1.24427 -0.094
H 4.91817 0.66460 -0.20669 0.453
H 6.37168 0.18148 1.75174 0.467
H 6.50325 -1.12119 0.56114 0.390
H 4.74270 -1.09750 3.04102 0.189
H 6.21338 -2.06054 2.83648 0.398
H 4.22925 -3.46485 2.43434 0.380
H 5.20874 -3.30474 0.99279 0.487
H -0.59838 2.88968 4.33075 0.135
H -2.64991 3.99804 5.00390 0.407
H -4.72818 3.66144 3.68960 0.402
H -4.68192 2.22219 1.72146 0.784
H -2.95867 -1.38720 1.45267 0.116
H -5.60170 0.09877 1.19293 0.008
H -4.57862 0.04353 2.63977 0.308
H -6.40070 -1.61794 2.75715 0.424
H -4.82224 -2.41358 2.71059 0.393
H -6.68311 -2.00328 0.32519 0.327
H -6.42091 -3.53292 1.16655 0.417
H -5.03396 -3.38794 -0.90599 0.440
H -4.02438 -3.48649 0.53716 0.089
H -4.72190 -0.94823 -0.99700 0.358
H -3.15677 -1.77442 -0.99352 -0.397
H -3.37507 0.88494 -1.80091 0.196
H -5.41243 1.64748 -0.14043 0.104
H -5.33465 1.98291 -1.85634 0.468
H -4.27454 3.90179 0.24886 0.243
H -5.87789 4.02044 -0.47577 0.500
H -4.01595 5.43798 -1.53924 0.347
H -5.01456 4.48660 -2.62929 0.363
H -2.26863 4.43644 -2.69182 0.463
H -3.28221 3.12390 -3.27549 0.000
H -2.13837 3.30864 -0.45659 0.277
H -1.50071 2.30143 -1.75698 -0.189
O 2.12023 1.64876 -1.06157 -0.700
H 1.38136 2.18801 -1.36005 0.299
H 2.10077 1.68333 -0.09773 0.016
O 1.55124 -2.76291 -2.18205 -0.483
H 0.59423 -2.95753 -2.19842 0.103
H 1.73330 -2.39788 -3.05021 0.307
S -1.71406 -3.36310 -5.05287 -0.507
C -1.43798 -2.86954 -3.55427 0.348
N -1.19433 -2.48714 -2.47354 -0.623
C 2.74155 0.88333 -4.17357 -0.719
N 1.56485 0.60131 -4.96536 0.195
C 1.82217 -0.11883 -6.18845 -1.224
C 0.33377 0.76487 -4.39855 0.200
O 0.21182 1.09459 -3.21889 -0.772
N -0.76490 0.52761 -5.18108 0.542
C -0.89800 0.96150 -6.55153 -1.220
C -2.02330 0.30779 -4.50081 -0.633
H 3.34306 1.65322 -4.66103 0.291
H 3.35101 -0.01486 -4.07032 0.392
H 2.44478 1.21842 -3.18240 0.073
H 2.67870 -0.77882 -6.03783 0.407
H 2.07764 0.56197 -7.00806 0.307
H 0.97137 -0.73279 -6.46992 0.399
H -0.01299 1.50791 -6.86610 0.419
H -1.76072 1.63152 -6.62977 0.363
H -1.06755 0.11110 -7.21855 0.275
H -1.82101 -0.04579 -3.49057 -0.346
H -2.58360 -0.46199 -5.03395 0.507
H -2.62351 1.22453 -4.44654 0.188